74
Properties=species:S:1:pos:R:3:forces:R:3 method="wB97M-V/def2-TZVPD" multiplicity=2 charge=+1 largest_force_ev_per_a=3.09 s2=0.77 energy_ha=-5927.01735 homo_lumo_gap_ev="4.06 / 4.00"
In -0.638300 -0.175300 0.196700 0.51 -0.41 -1.23
C -2.296900 -1.566900 -2.694000 0.05 0.15 0.19
C -1.777400 -0.431900 -3.511500 0.89 0.36 0.05
C -2.479900 -0.005300 -4.623600 0.12 0.26 -0.17
C -1.967600 0.973600 -5.459300 0.22 0.06 0.07
C -0.740700 1.556300 -5.159400 -0.49 -0.11 -0.22
C -0.021300 1.202800 -4.032900 -0.36 -0.45 0.63
C 1.270700 1.898300 -3.739100 0.11 -0.20 -0.18
C -0.535400 0.177800 -3.188300 -1.00 0.19 -1.77
N 0.154100 -0.218500 -2.073000 0.43 0.09 3.06
C 1.481700 -0.480900 -2.148800 -1.16 -0.56 -0.52
O 2.044700 -0.876500 -3.150800 0.76 0.15 -0.06
C 2.259500 -0.239500 -0.884300 0.60 0.08 -0.40
C 3.650700 -0.194500 -0.922300 -0.24 -0.11 0.16
C 4.333400 0.205800 0.217800 -0.18 0.01 -0.16
C 3.614500 0.541000 1.355900 -0.35 -0.02 0.08
C 2.228100 0.428700 1.320800 0.79 0.09 0.40
N 1.591100 0.061500 0.219600 -0.61 -0.16 0.21
C 1.415900 0.706600 2.553000 1.24 -0.06 0.35
O 1.955200 1.137500 3.555700 -0.13 -0.03 -0.21
N 0.088700 0.507500 2.422000 -1.98 0.31 0.10
C -0.734600 0.478900 3.516700 0.79 -0.07 -0.71
C -0.510400 -0.441800 4.584700 0.09 -0.21 0.90
C 0.682300 -1.336100 4.623300 0.14 0.01 0.03
C -1.425700 -0.484300 5.619700 0.38 -0.24 -0.17
C -2.540700 0.341200 5.640400 0.13 -0.10 0.03
C -2.735000 1.268700 4.627000 0.23 0.24 -0.53
C -1.840700 1.373500 3.581600 -0.95 0.22 0.16
C -1.994600 2.484600 2.596000 0.04 0.00 -0.10
H -2.926600 -2.209400 -3.305400 -0.09 -0.06 0.11
H -2.905000 -1.180700 -1.867500 -0.03 -0.16 0.00
H -1.476200 -2.161300 -2.289000 -0.10 -0.01 -0.04
H -3.429900 -0.461200 -4.854500 -0.12 -0.12 -0.06
H -2.510100 1.271100 -6.344500 -0.04 0.01 -0.07
H -0.333800 2.311900 -5.819100 0.08 0.07 -0.11
H 1.312600 2.864300 -4.237200 -0.02 0.16 0.01
H 2.099400 1.300300 -4.118400 0.13 0.03 0.08
H 1.423600 2.036200 -2.667800 0.10 0.05 0.06
H 4.145700 -0.473700 -1.841700 -0.02 0.05 0.00
H 5.411100 0.273100 0.210800 0.06 -0.01 0.03
H 4.087600 0.877800 2.267300 -0.02 -0.02 -0.01
H 0.925700 -1.750500 3.643800 -0.02 -0.02 0.06
H 0.521500 -2.146800 5.328100 -0.04 -0.11 -0.06
H 1.543800 -0.761400 4.968800 0.00 -0.04 -0.04
H -1.275600 -1.185000 6.426600 0.05 -0.10 0.04
H -3.236200 0.288700 6.462100 -0.11 -0.05 0.10
H -3.574000 1.943300 4.677500 -0.07 0.16 0.00
H -2.454300 3.344000 3.079500 -0.03 0.01 -0.01
H -2.642300 2.186700 1.768500 0.03 0.03 -0.03
H -1.027500 2.785400 2.197600 -0.07 0.03 -0.06
Cl -1.103300 -4.070900 -0.224000 0.02 -0.09 0.08
Ge -2.004000 -2.466700 0.846100 0.52 1.13 -0.58
Cl -1.878000 -2.873700 2.927200 -0.04 -0.13 0.25
Cl -4.063900 -2.342700 0.327300 -0.15 -0.07 0.11
F 0.882300 6.094600 -2.940800 -0.30 -0.18 -0.25
C -0.154100 5.503100 -3.531200 0.19 0.90 -0.97
C -0.539600 5.909800 -4.780200 1.01 0.22 1.07
F 0.141500 6.879100 -5.378600 -0.25 -0.39 0.29
C -1.641900 5.310600 -5.474500 -0.46 0.44 -1.73
C -2.356800 4.307700 -4.745000 -0.47 -0.96 1.07
C -1.960000 3.903800 -3.504000 -1.11 -0.27 -0.88
F -2.662900 2.952900 -2.871900 0.35 0.51 -0.36
C -0.823400 4.451200 -2.840300 0.29 -0.78 1.14
C -0.386500 3.933800 -1.613700 -0.22 1.40 -1.69
C -0.959000 2.830400 -1.005500 -1.06 -1.90 0.91
N -1.351500 1.905300 -0.429000 0.51 0.47 -0.23
C 0.733100 4.416800 -0.895600 0.21 0.17 -0.05
N 1.640600 4.743600 -0.277600 0.37 0.08 0.33
F -3.417000 3.729000 -5.302200 0.56 0.35 0.34
C -1.974600 5.654600 -6.783200 0.46 -0.46 1.88
C -3.032800 5.052800 -7.497100 -0.45 -0.35 -0.15
N -3.870200 4.576300 -8.119000 -0.19 -0.06 -0.19
C -1.276800 6.617400 -7.541600 0.33 0.33 -0.15
N -0.741300 7.374800 -8.214500 0.14 0.25 -0.23